DFT (wB97M-V/def2-TZVPD) results for a single C17H16N2O2 molecule.

Values from the calculation:
E = -917.28154 Ha
Multiplicity = 1
ΔE to the lowest compared entry with this formula, charge and spin = 4.8402 eV
Orbital gap = 8.7 eV
M = 280.3 g mol⁻¹
Strongest force on any atom = 3.16 eV/A

Last column: Mulliken charge in e.
Element x y z (Å)
C -1.2434 0.4302 0.8401  0.242
C -2.1109 1.4979 1.3930  -0.070
N -2.8006 2.2998 1.8764  -0.572
C 0.2195 0.7333 1.2026  -0.061
C 1.1568 -0.3030 1.3676  -0.239
C 2.4294 -0.0309 1.8502  -0.571
C 2.7966 1.3132 2.0612  -0.105
N 4.1635 1.6331 2.3126  0.934
O 4.4752 2.8383 2.4548  -0.581
O 4.9878 0.6894 2.3623  -0.586
C 1.8599 2.3525 1.9764  -0.655
C 0.5837 2.0521 1.5144  -0.534
H -1.4787 -0.5077 1.3816  0.604
H 0.9042 -1.3289 1.1008  0.402
H 3.1527 -0.8099 2.0612  0.474
H 2.1287 3.3610 2.2618  0.467
H -0.1115 2.8790 1.3860  0.370
C -3.0869 -0.1886 -0.6107  -1.599
C -1.5781 0.2061 -0.6075  2.174
C -1.4250 1.5158 -1.4362  -1.170
C -0.7709 -0.9814 -1.1877  -0.133
C 0.1906 -0.8457 -2.1920  -0.292
C 0.8316 -1.9765 -2.7195  -0.886
C 0.5359 -3.2454 -2.2248  -0.470
C -0.4726 -3.3979 -1.2659  -0.855
C -1.1117 -2.2643 -0.7481  -0.103
H -3.2981 -1.0137 -1.3010  0.441
H -3.4162 -0.4988 0.3881  0.384
H -3.6935 0.6722 -0.9086  0.341
H -0.7627 1.4050 -2.2983  0.308
H -2.4128 1.7947 -1.8197  0.251
H -1.0475 2.3350 -0.8175  0.333
H 0.4544 0.1297 -2.5965  0.256
H 1.5608 -1.8374 -3.5142  0.401
H 1.0720 -4.1165 -2.6013  0.390
H -0.7566 -4.3849 -0.9095  0.383
H -1.9257 -2.4071 -0.0318  0.328

---

DFT (wB97M-V/def2-TZVPD) results for a molecular structure, C17H16N2O4S.

Values from the calculation:
E = -1465.49997 Ha
Multiplicity = 1
ΔE to the lowest compared entry with this formula, charge and spin = 16.5502 eV
Orbital gap = 7.4 eV
M = 344.4 g mol⁻¹
Strongest force on any atom = 19.89 eV/A

Last column: Mulliken charge in e.
Element x y z (Å)
C -4.0643 2.7324 -0.0014  -0.815
C -5.2405 1.6951 -0.5115  -0.269
H -5.7201 1.1439 0.3998  0.279
H -5.8920 2.1953 -1.1748  0.316
O -4.5376 0.7125 -1.5363  -0.401
C -4.2242 -0.3872 -0.7425  0.708
O -4.5446 -0.6099 0.4249  -0.587
C -3.4942 -1.4917 -1.7850  -0.635
H -2.9107 -0.8795 -2.4846  0.319
H -4.2720 -2.0355 -2.2466  0.471
S -2.3145 -2.6286 -0.6577  -0.170
C -1.4974 -1.3962 0.1126  0.303
N -1.8275 0.0824 -0.1646  -0.279
N -1.0192 0.5282 1.0516  -0.463
C -0.3654 -0.4423 1.4682  1.008
O -0.6726 -1.4826 1.1692  -0.179
C 0.5418 -0.0962 2.6354  -1.118
O 1.8416 -0.7973 2.4621  -0.443
C 2.5328 -0.5335 1.4548  0.818
C 2.3817 0.7434 0.7910  -0.606
C 3.3252 1.0665 -0.3980  0.695
C 3.1370 2.2753 -0.9539  -0.392
C 3.9316 2.5693 -1.9782  -0.231
C 5.1608 1.9754 -2.1178  -0.410
C 5.4112 0.5203 -1.5986  -1.311
C 4.3911 0.3482 -0.5143  0.786
C 4.6861 -0.6065 0.1759  -0.110
C 3.7959 -1.2795 1.3192  -1.574
H 4.0518 -1.8846 1.9358  0.778
H 5.5813 -1.2390 0.1783  0.277
H 6.2906 0.1215 -1.6282  0.515
H 5.8427 2.1625 -3.1607  0.206
H 3.6915 3.4643 -2.6701  0.267
H 2.1185 2.8806 -1.0826  0.198
H 1.4796 1.3387 0.7526  0.372
H 0.7025 0.6769 3.0686  0.588
H 0.1830 -0.8719 3.4500  0.299
H -3.2398 2.3052 0.6872  0.093
H -3.5460 3.1457 -0.8956  0.239
H -4.3197 3.4150 0.7359  0.458

---

DFT (wB97M-V/def2-TZVPD) results for a single C17H16N2O5 molecule.

Values from the calculation:
E = -1142.51421 Ha
Multiplicity = 1
ΔE to the lowest compared entry with this formula, charge and spin = 17.5272 eV
Orbital gap = 8.1 eV
M = 328.3 g mol⁻¹
Strongest force on any atom = 19.55 eV/A

Last column: Mulliken charge in e.
Element x y z (Å)
C 2.4755 1.5617 -0.5631  -1.379
C 2.9875 0.1669 -0.2894  0.947
C 4.3395 -0.1079 -0.1983  -0.261
C 4.6203 -1.5252 0.1403  -0.461
C 3.6352 -2.6275 0.2824  -1.171
C 2.2171 -2.1951 0.3985  -0.400
C 1.7947 -0.9505 0.1451  0.396
C 0.3986 -0.5420 -0.2449  0.619
O -0.1857 0.1030 -1.0770  -0.548
O -0.2072 -1.2364 0.8469  -0.378
C -1.6898 -0.6972 0.9174  -0.614
H -2.1309 -1.3522 1.6506  0.335
H -2.0945 -1.4027 -0.1400  0.254
C -1.7877 0.7057 1.1435  0.766
O -0.9626 1.2582 1.5306  -0.411
N -3.0262 1.1048 0.7506  0.070
C -3.9285 0.2087 0.0346  0.303
C -4.1815 0.4232 -1.3103  -0.543
C -5.0395 -0.1437 -2.0757  -0.508
C -5.9958 -1.0335 -1.1501  -0.220
C -5.8347 -1.1891 0.0112  -0.612
C -4.9090 -0.3641 0.8852  -0.328
H -4.6545 -0.4143 1.8540  0.680
H -6.4926 -1.7788 0.8579  0.165
H -6.7480 -1.4760 -1.9967  0.171
H -5.1957 -0.1490 -3.0898  0.573
H -3.4784 0.9287 -1.9679  0.250
C -3.1499 2.7264 0.6826  -1.319
H -3.3571 2.9651 -0.1694  0.503
H -4.0680 2.7216 1.3474  0.349
H -2.3255 3.1180 1.1794  0.397
H 1.4788 -2.8679 0.4297  0.623
H 3.9329 -3.4103 0.7325  0.507
H 5.5968 -1.8475 0.2011  0.483
N 5.2269 0.6655 -0.4020  1.046
O 6.3634 0.4624 -0.7212  -0.616
O 5.0918 1.9203 -0.4015  -0.605
H 2.5359 2.2305 0.4870  0.208
H 1.3723 1.6318 -0.9541  0.246
H 2.9405 2.0992 -1.3382  0.483

---

DFT (wB97M-V/def2-TZVPD) results for a molecular structure, C17H17BaNO10S.

Values from the calculation:
E = -1889.12976 Ha
Multiplicity = 1
Orbital gap = 6.7 eV
M = 564.7 g mol⁻¹
Strongest force on any atom = 1.37 eV/A
Charge = -2

Last column: Mulliken charge in e.
Element x y z (Å)
Ba 0.4661 1.8630 -0.4114  2.189
O -3.0445 2.3549 2.6398  -0.809
C -1.9278 2.1186 2.1823  -0.309
O -1.5354 2.3122 0.9774  -0.731
C -0.9175 1.4405 3.1285  0.401
C -0.6034 0.0065 2.6470  0.010
C -0.0988 -0.8369 3.8241  -1.032
C 1.3319 -0.2604 4.0107  -0.933
C 1.3792 0.7927 2.8941  0.241
O 0.5973 0.1604 1.8610  -0.470
C 0.5315 2.0148 3.2741  -0.259
C 0.8888 3.2923 2.4781  0.184
O 0.5064 4.3626 2.9485  -0.771
O 1.5976 3.1244 1.4209  -0.948
H -1.4068 1.4063 4.1003  0.449
H -1.3742 -0.4616 2.0402  0.505
H -0.7326 -0.7162 4.7029  0.397
H -0.0747 -1.8925 3.5558  0.322
H 1.4996 0.1787 4.9951  0.378
H 2.0899 -1.0256 3.8401  0.346
H 2.3649 1.0349 2.5080  0.545
H 0.6919 2.2832 4.3200  0.367
O -0.5571 -5.7063 -1.1493  -0.727
C -1.5072 -4.9515 -0.8629  0.410
O -2.6234 -5.2287 -0.3719  -0.743
C -1.1836 -3.4360 -0.9152  0.116
C -2.1495 -2.4941 -0.5734  -0.493
C -1.8395 -1.1499 -0.6568  -0.968
N -0.6458 -0.6887 -1.0453  0.273
C 0.2882 -1.5903 -1.3759  0.861
C 0.0544 -2.9620 -1.3258  -0.387
C 1.6256 -1.0789 -1.9020  -0.374
O 2.2148 -1.8122 -2.7017  -0.752
O 2.0081 0.0823 -1.5219  -0.742
H -3.1220 -2.8407 -0.2513  0.460
H -2.5669 -0.3883 -0.3879  0.492
H 0.8218 -3.6606 -1.6226  0.552
C 2.0333 1.1852 -4.5413  -1.061
S 0.4168 1.1961 -3.7911  0.880
C -0.5579 1.4540 -5.2712  -1.111
O 0.3106 2.5031 -3.0561  -0.834
H 2.0923 0.3551 -5.2442  0.365
H 2.7206 0.9998 -3.7146  0.252
H 2.2095 2.1494 -5.0208  0.432
H -0.4172 0.6126 -5.9498  0.362
H -0.2582 2.3955 -5.7337  0.331
H -1.5968 1.5021 -4.9506  0.334

---

DFT (wB97M-V/def2-TZVPD) results for a molecular structure, C17H17BeIN7O2S3.

Values from the calculation:
E = -2698.96375 Ha
Multiplicity = 1
ΔE to the lowest compared entry with this formula, charge and spin = 0.1394 eV
Orbital gap = 6.8 eV
M = 583.5 g mol⁻¹
Strongest force on any atom = 0.39 eV/A
Charge = -1

Last column: Mulliken charge in e.
Element x y z (Å)
Be -1.5187 1.0456 0.3634  0.002
N -4.9698 1.3999 3.0714  -0.316
C -3.8902 1.3374 2.2673  -0.389
S -0.4911 1.8061 1.9802  -0.319
N -4.2708 1.6353 1.0106  -1.278
N -3.2163 1.6679 0.2029  1.348
C -3.3857 2.1555 -0.9818  -0.992
C -2.2045 2.1920 -1.8193  0.833
C -2.1617 2.7176 -3.1066  -0.982
C -0.9598 2.7053 -3.7884  -0.274
C 0.1687 2.1742 -3.1799  -1.103
C 0.0460 1.6643 -1.9018  0.530
N -1.1077 1.6756 -1.2389  0.204
H -4.8779 1.1299 4.0312  0.259
H -5.9026 1.5591 2.7009  0.238
H -4.3416 2.5613 -1.2883  0.350
H -3.0628 3.1187 -3.5498  0.420
H -0.9019 3.1047 -4.7932  0.406
H 1.1211 2.1240 -3.6857  0.408
H 0.8821 1.2106 -1.3933  0.374
I 2.5118 1.1118 3.1679  -0.131
C 1.1219 1.2103 1.4865  -0.337
H 1.1137 0.1900 1.1087  -0.134
H 1.6489 1.8623 0.7951  0.359
N 5.1590 -1.5371 2.3683  -0.611
C 4.2523 -1.6774 1.3088  0.694
C 4.1039 -0.6460 0.3787  -0.563
C 3.1969 -0.7650 -0.6537  -0.325
C 2.4327 -1.9193 -0.7842  -0.231
C 2.6038 -2.9658 0.1070  -0.428
C 3.5144 -2.8461 1.1464  -0.636
S 1.1359 -1.9545 -1.9857  0.976
O 1.6142 -1.2416 -3.1444  -0.738
O 0.7364 -3.3380 -2.1363  -0.717
N 0.0206 -1.0496 -1.3059  -0.129
C -0.8081 -1.5110 -0.3775  0.470
S -1.1307 -3.1877 0.0283  -0.119
C -2.2388 -2.6764 1.2596  -0.376
C -2.3204 -1.3374 1.2934  -0.593
N -1.5274 -0.6765 0.3746  0.169
H 5.2477 -0.5752 2.6659  0.269
H 4.9196 -2.1128 3.1621  0.247
H 4.6842 0.2616 0.4937  0.356
H 3.0655 0.0399 -1.3660  0.449
H 2.0127 -3.8635 -0.0119  0.464
H 3.6358 -3.6576 1.8549  0.320
H -2.7516 -3.3821 1.8900  0.427
H -2.9096 -0.7402 1.9747  0.150

---

DFT (wB97M-V/def2-TZVPD) results for a single C17H17BrN2O3 molecule.

Values from the calculation:
E = -3567.21264 Ha
Multiplicity = 1
ΔE to the lowest compared entry with this formula, charge and spin = 0.1114 eV
Orbital gap = 9.1 eV
M = 377.2 g mol⁻¹
Strongest force on any atom = 1.41 eV/A

Last column: Mulliken charge in e.
Element x y z (Å)
N 2.2348 1.2440 0.4772  -0.443
C 1.7617 -0.0198 0.4871  0.502
N 0.7387 -0.5136 1.0736  -0.604
O -0.2005 0.2109 1.8281  -0.078
C -0.6695 1.4201 1.5702  0.847
O -0.2153 2.2205 0.7806  -0.747
C -1.8808 1.7253 2.4267  -0.666
C -2.7232 0.5171 2.8405  -0.612
C -3.1224 -0.3838 1.6577  -0.434
O -3.5365 0.3721 0.5367  -0.483
C -2.6515 0.6158 -0.4803  0.257
C -1.6553 -0.2606 -0.8985  -0.284
C -0.8214 0.0913 -1.9454  -0.351
C -0.9781 1.2986 -2.5999  -0.608
C -1.9952 2.1556 -2.2122  -0.545
C -2.8254 1.8192 -1.1635  -0.215
H -3.6164 2.4806 -0.8451  0.444
H -2.1333 3.0980 -2.7209  0.376
H -0.3173 1.5693 -3.4100  0.406
H -0.0411 -0.5949 -2.2445  0.457
H -1.5057 -1.2147 -0.4164  0.338
H -2.2909 -1.0456 1.4111  0.160
H -3.9796 -0.9999 1.9471  0.415
H -3.6242 0.8978 3.3241  0.392
H -2.1775 -0.0958 3.5580  0.299
H -2.4853 2.4335 1.8568  0.281
H -1.5240 2.2417 3.3218  0.368
C 2.5614 -1.0491 -0.2223  0.683
C 2.7280 -2.3068 0.3467  -0.270
C 3.4691 -3.2596 -0.3254  -0.155
C 4.0438 -2.9949 -1.5580  -0.386
C 3.8594 -1.7465 -2.1253  -0.811
C 3.1260 -0.7759 -1.4643  -0.512
H 2.9706 0.1846 -1.9341  0.337
H 4.2902 -1.5317 -3.0914  0.398
H 4.6190 -3.7534 -2.0657  0.421
Br 3.7105 -4.9754 0.4626  -0.191
H 2.2749 -2.5183 1.3013  0.542
H 3.0183 1.4504 -0.1194  0.239
H 1.5643 1.9936 0.6346  0.232